Formula: C13H10N3O2S6Zr
Source: OMol25
Level of theory: ωB97M-V with the def2-TZVPD basis set

The value obtained for the HOMO-LUMO gap is 6.92 eV. Its energy above the lowest of the compared OMol25 structures with the same formula, charge and spin is 0.0000 eV. For the largest force on an atom, the calculation gives 0.3 eV/A. As for the spin multiplicity: 1. Its total charge is +1. The LUMO energy is -4.034 eV.

Each line ends with the Mulliken charge.
Positions of all 35 atoms, in Å:
Zr -0.73495 0.27171 0.74294  1.0959
O 2.44394 1.02284 -1.82366  -0.5773
C 1.49701 1.17308 -1.10802  0.2150
O 0.65926 0.20420 -0.73428  -0.5314
C 1.11920 2.49505 -0.49455  0.4531
C 1.72171 3.67923 -0.85665  -0.6415
C 1.29125 4.84581 -0.23946  -0.2191
C 0.29366 4.77366 0.72053  -0.8511
C -0.24773 3.54112 1.03776  -0.0786
N 0.15453 2.41740 0.43272  -0.0310
H 2.50196 3.66511 -1.60414  0.4857
H 1.72966 5.79889 -0.50248  0.4620
H -0.06518 5.65855 1.22579  0.4076
H -1.01678 3.43175 1.79063  0.5090
S -4.38807 -3.69860 3.66927  -0.1527
C -3.65693 -2.34133 3.18573  0.0807
S -2.18751 -1.72599 3.89672  -0.0152
C -2.02308 -0.29160 2.90047  0.2451
C -2.98988 -0.11739 1.94415  0.4472
S -3.01437 1.10845 0.68745  -0.3543
S -4.23865 -1.34148 1.87987  -0.0259
S -0.58232 0.68325 3.12652  -0.3512
C 2.33189 -2.53123 -0.34323  -0.8128
N 1.23235 -2.70242 -1.28370  0.2733
C 1.38375 -2.94401 -2.63631  -0.2007
C 0.15031 -2.98756 -3.18024  -0.5801
N -0.73257 -2.75804 -2.14745  0.0480
C -0.06618 -2.57359 -0.99791  -0.0586
S -0.81609 -2.29821 0.53772  -0.2770
H 3.13720 -3.20476 -0.62336  0.3724
H 1.98433 -2.77604 0.65624  0.3329
H 2.68465 -1.50261 -0.38019  0.2236
H 2.35406 -3.06440 -3.08276  0.4569
H -0.17218 -3.16762 -4.18907  0.4331
H -1.73823 -2.74321 -2.20704  0.2173